# 1
Molecular formula: C29H53Br24Cl2NOP
Method: DFT, ωB97M-V/def2-TZVPD

Geometry as ORCA input:
```
! RIJCOSX wB97M-V def2-TZVPD def2/J DEFGRID3
* xyz 1 1
O 5.50 -2.07 2.29
P 4.96 -1.59 0.84
Cl 5.59 0.32 0.74
N 3.18 -1.38 1.31
C 2.62 -0.24 1.78
C 1.27 -0.22 2.11
C 0.50 -1.38 1.97
C 1.10 -2.53 1.45
Cl 0.25 -3.99 1.23
C 2.46 -2.51 1.12
H 4.77 -2.54 2.74
H 3.24 0.64 1.87
H 0.82 0.68 2.51
H -0.54 -1.39 2.25
H 2.96 -3.38 0.71
Br -1.17 -7.39 2.32
C -0.27 -7.32 4.05
C -1.00 -6.45 5.04
Br -0.75 -4.57 4.63
H 0.73 -6.95 3.85
H -0.22 -8.34 4.40
H -0.59 -6.60 6.03
H -2.07 -6.63 5.06
Br 4.14 -5.33 0.06
C 2.98 -6.87 0.35
C 2.49 -7.44 -0.96
Br 1.10 -6.35 -1.75
H 2.17 -6.53 0.99
H 3.59 -7.59 0.88
H 2.04 -8.41 -0.79
H 3.28 -7.52 -1.70
Br -3.90 2.18 0.47
C -2.34 3.35 0.52
C -1.31 2.95 -0.49
Br -0.32 1.36 0.08
H -1.97 3.32 1.54
H -2.72 4.34 0.30
H -0.55 3.72 -0.60
H -1.73 2.71 -1.46
Br -0.71 5.04 -3.14
C -0.80 6.94 -2.70
C 0.50 7.45 -2.16
Br 0.81 6.91 -0.32
H -1.62 7.05 -2.00
H -1.05 7.44 -3.63
H 0.49 8.54 -2.14
H 1.35 7.11 -2.74
Br 3.37 -5.99 -4.18
C 4.94 -6.05 -5.34
C 6.12 -6.67 -4.65
Br 6.91 -5.44 -3.36
H 5.13 -5.03 -5.66
H 4.64 -6.65 -6.20
H 6.90 -6.90 -5.36
H 5.85 -7.57 -4.10
Br 4.55 2.48 -5.38
C 2.69 1.97 -5.07
C 1.98 2.94 -4.16
Br 2.52 2.71 -2.31
H 2.72 0.97 -4.65
H 2.23 1.95 -6.05
H 0.91 2.74 -4.18
H 2.17 3.97 -4.42
Br 6.31 -1.94 -2.29
C 4.74 -2.61 -3.21
C 3.76 -1.51 -3.49
Br 2.80 -0.96 -1.88
H 4.32 -3.39 -2.59
H 5.11 -3.04 -4.14
H 3.00 -1.84 -4.19
H 4.25 -0.61 -3.88
Br 3.56 -3.93 4.31
C 5.23 -3.76 5.32
C 5.14 -4.46 6.65
Br 4.08 -3.46 7.92
H 5.42 -2.70 5.42
H 5.99 -4.21 4.69
H 6.13 -4.55 7.09
H 4.69 -5.45 6.57
Br -5.27 5.01 4.13
C -7.02 4.25 3.73
C -7.07 3.65 2.35
Br -7.21 5.01 0.97
H -7.75 5.04 3.87
H -7.18 3.48 4.48
H -7.96 3.04 2.23
H -6.19 3.06 2.12
Br -10.59 1.21 4.04
C -11.11 0.54 2.29
C -10.04 -0.34 1.70
Br -8.54 0.71 1.05
H -11.31 1.41 1.67
H -12.02 -0.02 2.45
H -10.43 -0.87 0.83
H -9.64 -1.05 2.41
Br 5.14 6.83 0.43
C 5.97 6.12 -1.18
C 5.22 4.93 -1.72
Br 5.55 3.33 -0.67
H 6.99 5.88 -0.93
H 5.95 6.93 -1.90
H 5.55 4.68 -2.73
H 4.14 5.08 -1.73
Br -10.33 8.18 -0.54
C -9.73 7.09 -2.03
C -10.68 5.97 -2.33
Br -10.53 4.54 -1.03
H -8.74 6.74 -1.78
H -9.67 7.77 -2.88
H -10.45 5.52 -3.29
H -11.72 6.29 -2.33
*
```

Values from the calculation:
* energy: -64304.7513 hartree
* M: 2451.3 g mol⁻¹
* HOMO: -10.803 eV
* frontier orbital gap: 7.45 eV

---

# 2
Molecular formula: C29H54BCl3N3O18S
Method: DFT, ωB97M-V/def2-TZVPD

Geometry as ORCA input:
```
! RIJCOSX wB97M-V def2-TZVPD def2/J DEFGRID3
* xyz 1 1
C -1.29 5.17 -4.58
C -0.87 3.88 -5.30
O -1.79 2.85 -5.02
C -1.41 1.66 -5.67
C -2.38 0.51 -5.39
O -3.04 0.62 -4.15
C -3.23 -0.60 -3.47
C -2.96 -0.47 -1.97
O -2.00 0.54 -1.72
C -1.30 0.44 -0.50
C 0.11 0.93 -0.74
N 0.08 2.31 -1.24
C -0.95 2.97 -1.16
O -1.90 3.60 -1.08
C 1.08 1.10 0.46
B 0.62 2.11 1.66
O 1.52 3.03 2.12
O -0.69 2.15 2.05
N 1.89 -0.17 0.66
C 3.19 0.05 1.41
O 3.65 1.35 1.19
O 5.06 1.29 1.37
C 1.29 -1.34 1.47
Cl 0.26 -2.45 0.58
C 0.53 -1.06 2.80
C -0.97 -0.79 2.74
Cl 1.32 0.14 3.89
C 2.20 -0.55 -0.82
C 3.58 -0.14 -1.35
C 3.96 -1.10 -2.50
O 4.03 -2.27 -2.23
N 4.21 -0.54 -3.74
C 5.52 0.14 -3.78
C 4.01 -1.49 -4.84
C 1.01 -0.04 -1.70
S 0.13 -1.38 -2.56
Cl 1.54 0.97 -3.09
H -1.29 6.02 -5.26
H -0.60 5.42 -3.77
H -2.28 5.05 -4.15
H 0.15 3.59 -5.00
H -0.82 4.07 -6.39
H -0.38 1.39 -5.38
H -1.39 1.84 -6.76
H -1.81 -0.43 -5.45
H -3.12 0.47 -6.20
H -4.26 -0.96 -3.60
H -2.58 -1.38 -3.88
H -3.89 -0.18 -1.46
H -2.61 -1.44 -1.60
H -1.76 1.12 0.23
H -1.35 -0.56 -0.07
H 1.84 1.74 -0.01
H 2.13 2.73 2.81
H -1.07 3.03 2.12
H 3.92 -0.70 1.09
H 3.02 -0.12 2.47
H 5.43 1.43 0.49
H 2.16 -1.97 1.69
H 0.63 -2.01 3.34
H -1.25 -0.03 2.02
H -1.51 -1.72 2.60
H -1.27 -0.40 3.71
H 2.24 -1.64 -0.92
H 3.71 0.91 -1.60
H 4.35 -0.39 -0.62
H 5.83 0.23 -4.82
H 6.30 -0.43 -3.26
H 5.47 1.15 -3.37
H 4.95 -1.95 -5.17
H 3.30 -2.26 -4.56
H 3.59 -0.94 -5.69
H 0.71 -2.42 -1.96
C -4.72 -1.16 8.18
O -3.46 -0.55 8.46
C -2.92 0.12 7.45
O -3.40 0.25 6.35
O -1.76 0.63 7.85
C -1.10 1.41 6.86
H -5.02 -1.66 9.09
H -5.46 -0.40 7.91
H -4.63 -1.88 7.36
H -1.70 2.27 6.58
H -0.89 0.81 5.98
H -0.16 1.74 7.30
C 3.60 0.17 8.77
O 4.25 -0.01 7.50
C 4.19 1.04 6.69
O 3.65 2.09 6.92
O 4.83 0.74 5.56
C 4.86 1.80 4.61
H 3.73 -0.76 9.30
H 4.06 0.99 9.32
H 2.54 0.38 8.63
H 5.39 2.67 5.00
H 3.85 2.09 4.33
H 5.39 1.41 3.74
C -4.29 -6.53 -4.32
O -5.60 -5.98 -4.51
C -5.63 -4.65 -4.59
O -4.68 -3.91 -4.51
O -6.90 -4.28 -4.77
C -7.09 -2.87 -4.88
H -4.43 -7.61 -4.28
H -3.64 -6.27 -5.16
H -3.85 -6.18 -3.39
H -6.55 -2.47 -5.73
H -6.78 -2.37 -3.96
H -8.16 -2.73 -5.02
*
```

Values from the calculation:
* energy: -4459.2628 hartree
* M: 882.0 g mol⁻¹
* HOMO: -11.145 eV
* frontier orbital gap: 8.84 eV

---

# 3
Molecular formula: C29H54ClDyOP
Method: DFT, ωB97M-V/def2-TZVPD

Geometry as ORCA input:
```
! RIJCOSX wB97M-V def2-TZVPD def2/J DEFGRID3
* xyz -1 6
Dy -0.47 0.08 1.65
Cl -2.89 0.34 1.86
P -0.44 0.23 -0.91
C -1.26 1.42 4.36
H -0.46 2.08 4.01
H -2.17 1.89 4.73
C 0.98 -0.71 -1.57
C -0.41 2.04 -1.21
C 2.36 -0.09 -1.30
H 0.94 -1.67 -1.02
C 3.46 -1.04 -1.79
H 2.43 0.88 -1.81
H 2.49 0.11 -0.22
C 3.29 -1.38 -3.28
H 4.44 -0.58 -1.62
H 3.43 -1.96 -1.20
C 1.89 -1.94 -3.55
H 3.43 -0.47 -3.88
H 4.05 -2.10 -3.59
C 0.80 -0.97 -3.05
H 1.75 -2.13 -4.62
H 1.77 -2.90 -3.03
H 0.90 -0.02 -3.59
H -0.19 -1.38 -3.28
C -2.00 -0.49 -1.57
C 0.00 2.40 -2.64
H -1.47 2.30 -1.08
C -0.31 3.88 -2.89
H 1.08 2.24 -2.77
H -0.51 1.78 -3.38
C 0.43 4.78 -1.89
H -0.04 4.15 -3.92
H -1.40 4.05 -2.79
C 0.13 4.37 -0.44
H 1.51 4.69 -2.07
H 0.17 5.83 -2.05
C 0.40 2.88 -0.21
H 0.73 4.97 0.25
H -0.92 4.58 -0.22
H 1.48 2.67 -0.34
H 0.16 2.61 0.84
C -2.11 -2.03 -1.68
H -2.75 -0.18 -0.83
C -3.54 -2.39 -2.10
H -1.40 -2.40 -2.43
H -1.87 -2.53 -0.74
C -3.94 -1.70 -3.41
H -3.64 -3.48 -2.19
H -4.23 -2.07 -1.30
C -3.75 -0.18 -3.32
H -3.32 -2.10 -4.23
H -4.98 -1.94 -3.66
C -2.32 0.17 -2.89
H -3.97 0.29 -4.28
H -4.45 0.23 -2.59
H -1.62 -0.18 -3.67
H -2.22 1.26 -2.82
C -0.40 -2.00 1.30
C -1.12 0.08 4.35
H -0.27 -2.45 0.33
C -2.15 -0.89 4.82
H -0.18 -0.37 3.98
C -1.69 -2.35 4.71
H -2.44 -0.67 5.86
H -3.06 -0.76 4.20
C -1.69 -2.89 3.26
H -0.69 -2.45 5.14
H -2.37 -2.98 5.31
C -0.33 -2.73 2.52
H -1.93 -3.96 3.28
H -2.48 -2.39 2.69
H 0.43 -2.35 3.22
H 0.00 -3.73 2.20
C 2.06 1.40 3.29
C 2.61 0.16 2.57
C 3.87 0.60 1.82
C 3.00 -0.89 3.63
O 1.69 -0.41 1.68
H 2.86 1.90 3.85
H 1.33 1.11 4.05
H 1.63 2.13 2.57
H 4.62 0.99 2.52
H 4.31 -0.26 1.29
H 3.64 1.40 1.10
H 2.13 -1.21 4.22
H 3.42 -1.78 3.13
H 3.75 -0.48 4.32
*
```

Values from the calculation:
* energy: -2899.1537 hartree
* M: 647.7 g mol⁻¹
* HOMO (spin up / spin down): -0.809 / -0.871 eV
* frontier orbital gap (spin up / spin down): 3.37 / 3.44 eV
* ΔE to the lowest compared entry with this formula, charge and spin: 55.6 kcal per mole

---

# 4
Molecular formula: C29H54FNO12S5
Method: DFT, ωB97M-V/def2-TZVPD

Geometry as ORCA input:
```
! RIJCOSX wB97M-V def2-TZVPD def2/J DEFGRID3
* xyz 0 1
C 2.46 -0.42 -1.02
C 1.07 -0.47 -0.42
O 0.84 -0.86 0.72
N 0.00 0.15 -1.31
H 0.01 1.22 -1.27
H 0.23 -0.12 -2.26
C -1.42 -0.33 -1.15
H 2.78 0.51 -1.52
H 2.84 -1.21 -1.70
H 3.14 -0.48 -0.07
H -1.43 -1.26 -0.76
H -2.08 -0.40 -1.85
H -1.98 -0.11 -0.18
O 1.02 -0.08 -3.76
H 1.54 -0.48 -4.60
F -1.95 -4.12 -1.81
C -0.72 -4.74 -1.82
C 0.46 -3.91 -1.96
C 1.66 -4.59 -1.92
C 1.74 -6.00 -2.06
C 0.59 -6.77 -2.06
C -0.65 -6.15 -1.92
H 0.68 -2.73 -1.98
H 2.49 -4.05 -1.64
H 2.77 -6.47 -1.90
H 0.64 -7.88 -1.93
H -1.57 -6.62 -1.76
C -4.11 -2.75 2.85
C -3.28 -3.10 1.64
C -1.88 -2.96 1.86
S -1.64 -3.36 3.56
O -0.96 -2.27 4.24
O -1.20 -4.64 3.62
C -3.30 -3.35 4.05
H -4.97 -3.26 2.74
H -4.13 -1.72 2.78
H -3.53 -2.50 0.73
H -3.62 -4.08 1.32
H -1.72 -1.80 1.65
H -1.17 -3.44 1.26
H -3.34 -2.62 4.76
H -3.56 -4.54 4.33
C 0.28 4.46 -4.02
C 1.65 4.48 -3.42
C 1.65 4.08 -2.11
S 0.01 3.82 -1.58
O -0.47 5.15 -1.25
O -0.10 2.68 -0.78
C -0.54 3.46 -3.15
H 0.21 4.01 -4.91
H -0.24 5.47 -4.00
H 2.10 5.49 -3.71
H 2.29 3.65 -3.96
H 2.03 4.75 -1.47
H 2.10 3.02 -2.07
H -1.50 3.41 -3.13
H -0.31 2.37 -3.43
C -5.29 0.24 4.88
C -5.98 1.46 4.25
C -5.31 1.92 3.14
S -3.61 1.48 3.30
O -2.93 2.70 3.51
O -3.17 0.63 2.22
C -3.79 0.54 4.77
H -5.55 -0.38 4.13
H -5.66 -0.40 5.79
H -5.94 2.28 5.22
H -6.99 1.35 4.10
H -5.58 3.04 3.27
H -5.84 1.44 2.33
H -3.46 0.96 5.56
H -3.28 -0.32 4.51
C 0.88 2.43 4.16
C 2.39 2.41 4.19
C 2.80 3.44 3.35
S 1.65 3.27 2.03
O 2.25 2.38 0.97
O 1.30 4.58 1.58
C 0.31 2.37 2.79
H 0.50 3.22 4.80
H 0.45 1.63 4.74
H 2.66 1.42 3.82
H 2.67 2.59 5.32
H 3.76 3.49 2.91
H 2.32 4.37 3.56
H 0.30 1.35 2.40
H -0.42 2.93 2.46
C 3.93 -1.52 -4.44
C 3.69 -0.31 -5.40
C 4.01 0.92 -4.64
S 5.38 0.58 -3.68
O 5.38 1.27 -2.44
O 6.53 0.81 -4.47
C 5.06 -1.12 -3.43
H 4.33 -2.21 -5.32
H 3.01 -1.72 -3.99
H 2.81 -0.46 -5.86
H 4.47 -0.44 -6.17
H 3.34 1.12 -3.67
H 4.05 1.65 -5.29
H 4.59 -1.14 -2.53
H 6.11 -1.73 -3.26
*
```

Values from the calculation:
* energy: -4185.2293 hartree
* M: 788.1 g mol⁻¹
* HOMO: -7.854 eV
* frontier orbital gap: 7.95 eV
* ΔE to the lowest compared entry with this formula, charge and spin: 15.6 kcal per mole

---

> Which formula does entry 1 have?

C29H53Br24Cl2NOP

---

> Which of these has the highest energy?

C29H54ClDyOP

---

> Which value of M does entry 2 give?

882.0 g mol⁻¹

---

What did the third record say?
Molecular formula: C29H54ClDyOP
Method: DFT, ωB97M-V/def2-TZVPD

Geometry as ORCA input:
```
! RIJCOSX wB97M-V def2-TZVPD def2/J DEFGRID3
* xyz -1 6
Dy -0.47 0.08 1.65
Cl -2.89 0.34 1.86
P -0.44 0.23 -0.91
C -1.26 1.42 4.36
H -0.46 2.08 4.01
H -2.17 1.89 4.73
C 0.98 -0.71 -1.57
C -0.41 2.04 -1.21
C 2.36 -0.09 -1.30
H 0.94 -1.67 -1.02
C 3.46 -1.04 -1.79
H 2.43 0.88 -1.81
H 2.49 0.11 -0.22
C 3.29 -1.38 -3.28
H 4.44 -0.58 -1.62
H 3.43 -1.96 -1.20
C 1.89 -1.94 -3.55
H 3.43 -0.47 -3.88
H 4.05 -2.10 -3.59
C 0.80 -0.97 -3.05
H 1.75 -2.13 -4.62
H 1.77 -2.90 -3.03
H 0.90 -0.02 -3.59
H -0.19 -1.38 -3.28
C -2.00 -0.49 -1.57
C 0.00 2.40 -2.64
H -1.47 2.30 -1.08
C -0.31 3.88 -2.89
H 1.08 2.24 -2.77
H -0.51 1.78 -3.38
C 0.43 4.78 -1.89
H -0.04 4.15 -3.92
H -1.40 4.05 -2.79
C 0.13 4.37 -0.44
H 1.51 4.69 -2.07
H 0.17 5.83 -2.05
C 0.40 2.88 -0.21
H 0.73 4.97 0.25
H -0.92 4.58 -0.22
H 1.48 2.67 -0.34
H 0.16 2.61 0.84
C -2.11 -2.03 -1.68
H -2.75 -0.18 -0.83
C -3.54 -2.39 -2.10
H -1.40 -2.40 -2.43
H -1.87 -2.53 -0.74
C -3.94 -1.70 -3.41
H -3.64 -3.48 -2.19
H -4.23 -2.07 -1.30
C -3.75 -0.18 -3.32
H -3.32 -2.10 -4.23
H -4.98 -1.94 -3.66
C -2.32 0.17 -2.89
H -3.97 0.29 -4.28
H -4.45 0.23 -2.59
H -1.62 -0.18 -3.67
H -2.22 1.26 -2.82
C -0.40 -2.00 1.30
C -1.12 0.08 4.35
H -0.27 -2.45 0.33
C -2.15 -0.89 4.82
H -0.18 -0.37 3.98
C -1.69 -2.35 4.71
H -2.44 -0.67 5.86
H -3.06 -0.76 4.20
C -1.69 -2.89 3.26
H -0.69 -2.45 5.14
H -2.37 -2.98 5.31
C -0.33 -2.73 2.52
H -1.93 -3.96 3.28
H -2.48 -2.39 2.69
H 0.43 -2.35 3.22
H 0.00 -3.73 2.20
C 2.06 1.40 3.29
C 2.61 0.16 2.57
C 3.87 0.60 1.82
C 3.00 -0.89 3.63
O 1.69 -0.41 1.68
H 2.86 1.90 3.85
H 1.33 1.11 4.05
H 1.63 2.13 2.57
H 4.62 0.99 2.52
H 4.31 -0.26 1.29
H 3.64 1.40 1.10
H 2.13 -1.21 4.22
H 3.42 -1.78 3.13
H 3.75 -0.48 4.32
*
```

Values from the calculation:
* energy: -2899.1537 hartree
* M: 647.7 g mol⁻¹
* HOMO (spin up / spin down): -0.809 / -0.871 eV
* frontier orbital gap (spin up / spin down): 3.37 / 3.44 eV
* ΔE to the lowest compared entry with this formula, charge and spin: 55.6 kcal per mole